Record 1
DFT (wB97M-V/def2-TZVPD) results for a cluster of 2 separate species, C3H11N3O in total at a distorted geometry.

```
18
Properties=species:S:1:pos:R:3:forces:R:3:lowdin_charge:R:1
C 0.612 -2.601 0.712 1.3 0.6 -1.1 -0.09
C 0.447 -1.088 0.466 -1.2 -1.1 0.1 -0.26
N -0.289 -0.827 -0.789 -0.2 -0.1 1.7 -0.01
C -0.358 0.558 -1.048 -0.3 -0.1 -1.3 -0.60
N -1.516 1.142 -0.597 -0.1 0.1 0.1 0.13
N 0.563 1.146 -1.699 0.2 -0.7 -1.0 0.12
H -0.126 -3.168 0.155 -0.4 -0.1 0.3 0.07
H 0.660 -2.874 1.760 -0.2 0.0 0.1 0.07
H 1.582 -2.855 0.269 -0.1 -0.4 0.1 0.07
H -0.217 -0.754 1.261 0.4 0.7 0.2 0.10
H 1.412 -0.587 0.411 0.0 0.2 0.5 0.11
H 0.066 -1.371 -1.553 0.6 0.4 -0.4 0.11
H -2.282 0.537 -0.355 0.0 -0.1 -0.2 0.09
H -1.755 2.005 -1.053 -0.1 0.2 0.2 0.09
H 0.264 1.909 -2.300 0.0 0.6 0.8 0.04
H 0.535 2.763 0.718 0.0 -0.1 0.0 0.00
H -0.156 2.838 2.078 0.1 0.0 -0.1 0.03
O 0.559 3.227 1.563 -0.1 0.0 0.0 -0.07
```
Positions in Å, forces in eV/Å.

## Properties
* molar mass: 105.14 Da
* energy above the lowest of the compared OMol25 structures with the same formula, charge and spin: 119.1 kJ/mol
* E_tot: -360.39203 Eh
* SMILES: [H]/N=C(\N)NCC.O
* HOMO: -9.225 eV

Record 2
DFT (wB97M-V/def2-TZVPD) results for a structure of composition C19H16N4O4PtSe.

```
45
Properties=species:S:1:pos:R:3:forces:R:3:lowdin_charge:R:1
Pt -0.021 -1.236 0.073 0.0 0.2 0.1 0.82
O 2.769 -0.418 3.790 0.1 0.0 -0.1 0.21
C 1.734 -0.939 3.757 0.0 0.2 0.2 -0.40
O 0.698 -1.452 3.767 -0.1 -0.1 0.0 0.19
C 4.960 -0.379 1.695 0.0 0.1 0.1 -0.41
O 5.850 -0.168 2.401 0.0 0.0 0.0 0.23
O 4.070 -0.592 0.982 0.0 0.0 -0.1 0.19
N 1.724 -0.934 -0.997 -0.1 -0.1 0.0 -0.06
C 1.523 0.038 -2.053 0.0 0.0 0.0 -0.24
C 1.827 -0.307 -3.357 0.0 0.0 0.0 -0.03
C 1.605 0.599 -4.384 0.0 0.0 0.0 -0.08
C 1.082 1.846 -4.092 0.0 0.0 0.0 -0.08
C 0.785 2.182 -2.779 0.0 0.0 0.0 -0.03
C 1.002 1.291 -1.730 0.0 0.0 0.1 -0.14
C 0.659 1.663 -0.329 0.0 0.1 0.0 -0.21
C 0.873 2.984 0.072 0.0 -0.1 0.0 -0.05
C 0.498 3.417 1.333 0.0 0.0 0.0 -0.09
C -0.109 2.522 2.201 0.0 0.0 0.0 -0.10
C -0.301 1.202 1.815 0.0 0.0 0.0 -0.13
C 0.095 0.728 0.561 0.1 -0.1 -0.1 -0.26
H 2.458 -0.632 -0.358 -0.1 0.0 0.0 0.07
H 2.007 -1.821 -1.405 0.0 0.0 0.0 0.06
H 2.227 -1.291 -3.575 0.0 0.0 0.0 0.12
H 1.835 0.323 -5.404 0.0 0.0 0.0 0.10
H 0.890 2.554 -4.888 0.0 0.0 0.0 0.10
H 0.348 3.146 -2.550 0.0 0.0 -0.1 0.11
H 1.351 3.671 -0.616 0.0 0.0 0.0 0.11
H 0.674 4.442 1.634 0.0 0.0 0.0 0.10
H -0.427 2.850 3.183 0.0 0.0 0.0 0.10
H -0.774 0.520 2.512 0.0 0.0 0.0 0.08
C -3.178 -0.142 -0.537 0.0 0.1 0.0 0.00
C -2.937 -0.997 0.651 -0.1 0.0 -0.1 -0.39
N -1.776 -1.471 1.058 0.0 0.1 0.0 -0.14
C -2.007 -2.280 2.151 0.0 0.0 0.0 -0.13
C -3.335 -2.285 2.411 0.0 0.0 0.0 -0.06
N -3.905 -1.468 1.459 0.0 0.0 0.0 0.12
H -2.220 0.165 -0.951 0.0 0.0 0.0 0.06
H -3.750 0.749 -0.272 0.0 0.0 0.0 0.09
H -3.721 -0.708 -1.296 0.0 0.0 0.0 0.08
H -1.205 -2.803 2.637 0.0 0.0 0.0 0.09
H -3.915 -2.791 3.160 0.0 0.0 0.0 0.11
H -4.887 -1.297 1.334 0.0 0.0 0.0 0.16
Se -0.147 -3.666 -0.588 -0.1 -0.1 0.0 0.50
C -1.910 -3.467 -1.084 0.1 -0.3 -0.2 -0.84
N -3.019 -3.347 -1.389 0.0 0.0 0.1 0.04
```
Positions in Å, forces in eV/Å.

## Properties
* molar mass: 638.40 Da
* energy above the lowest of the compared OMol25 structures with the same formula, charge and spin: 2.7 kJ/mol
* E_tot: -3774.51175 Eh
* HOMO: -7.753 eV

Record 3
DFT (wB97M-V/def2-TZVPD) results for a cluster of 13 separate species, C23H18Br2Cl49F3N4O2P in total at a distorted geometry.

```
102
Properties=species:S:1:pos:R:3:forces:R:3:lowdin_charge:R:1
C 1.071 -5.094 -1.523 -0.8 -0.7 0.2 -0.29
P 0.686 -3.318 -2.225 1.4 0.4 -0.7 0.83
O -0.236 -3.499 -3.705 -0.4 -1.4 3.0 -0.37
C -0.362 -2.499 -0.859 -3.6 -1.2 0.1 -0.42
N 0.242 -2.156 0.483 -2.8 0.2 0.7 -0.06
C 1.096 -0.913 0.591 1.7 1.5 1.4 -0.17
C 2.619 -1.056 0.005 0.5 1.0 -1.0 -0.06
C 3.028 0.460 -0.573 -0.9 5.2 3.0 -0.29
N 3.641 0.627 -1.946 -1.2 -1.4 2.0 0.08
O 2.782 1.586 0.153 1.5 -7.9 -4.2 -0.12
C -1.008 -1.651 1.237 0.5 0.3 -2.8 -0.11
N -1.337 -1.755 2.566 0.6 1.3 -2.0 0.22
N -1.839 -0.913 0.165 2.3 0.5 1.2 0.07
C -1.419 -1.272 -1.276 -0.4 -2.1 0.3 -0.63
Cl -0.751 0.114 -2.350 0.0 -1.0 1.8 0.62
C -2.741 -1.739 -2.187 0.4 0.5 -0.7 -0.17
C -3.964 -0.613 -2.135 -0.1 -0.7 -0.9 -0.18
C -5.083 -0.936 -0.980 -0.1 -0.7 -0.5 -0.59
F -4.657 -2.063 -0.074 -0.8 3.4 -1.9 -0.15
Br -6.738 -1.651 -1.937 1.4 1.0 0.5 0.75
C -5.602 0.378 -0.138 -3.3 -1.1 1.5 -0.60
F -6.668 1.128 -0.903 4.0 -2.2 2.5 -0.08
F -6.325 -0.168 1.071 2.0 1.7 -3.7 -0.13
Br -4.145 1.551 0.571 -1.5 -0.8 -1.1 0.73
H 1.871 -5.062 -0.657 -1.7 0.3 -1.7 0.07
H 1.556 -5.697 -2.409 -1.1 1.1 1.8 0.03
H 0.085 -5.627 -1.117 2.2 0.9 -0.9 0.07
H -0.827 -4.308 -3.675 0.8 1.2 -0.1 0.08
H -1.141 -3.359 -0.575 1.3 1.8 -0.4 0.14
H 0.626 0.057 0.133 0.8 -1.9 0.6 0.10
H 1.211 -0.695 1.759 -0.3 -0.4 -2.5 0.16
H 3.433 -1.357 0.794 -1.8 0.6 -1.3 0.11
H 2.741 -1.776 -0.909 -0.6 1.2 1.7 0.09
H 3.090 0.001 -2.583 0.8 0.5 0.6 0.07
H 4.606 0.231 -1.892 -0.8 0.4 -0.1 0.02
H -1.554 -0.839 3.064 -0.6 -1.8 -0.8 0.14
H -1.370 -2.647 3.126 0.9 1.3 -0.9 0.14
H -1.559 0.089 0.265 -1.2 -0.5 0.3 0.09
H -3.095 -2.829 -1.955 0.5 2.2 -0.1 0.13
H -2.372 -1.732 -3.323 -0.6 -0.1 2.7 0.12
H -4.527 -0.729 -3.181 1.2 0.3 2.5 0.11
H -3.560 0.496 -2.119 -0.8 -2.3 0.3 0.09
C -6.938 0.921 4.335 -0.3 0.1 0.0 -1.99
Cl -7.822 2.236 3.521 0.3 -0.4 0.2 0.52
Cl -7.738 -0.634 3.993 0.3 0.3 0.1 0.53
Cl -5.261 0.871 3.735 -0.4 0.3 0.1 0.44
Cl -6.931 1.210 6.094 0.0 -0.1 -0.4 0.53
C 2.179 5.531 -0.667 0.1 -0.1 -0.2 -1.99
Cl 2.667 5.520 1.046 -0.1 0.0 -0.4 0.52
Cl 3.185 6.695 -1.565 -0.4 -0.3 0.2 0.50
Cl 2.396 3.902 -1.357 -0.1 0.8 0.1 0.55
Cl 0.466 6.006 -0.794 0.4 -0.1 0.0 0.48
C -8.322 -4.981 -0.171 0.0 -0.1 0.1 -2.00
Cl -8.155 -6.572 0.613 -0.1 0.4 -0.2 0.52
Cl -8.668 -5.206 -1.904 0.1 0.1 0.4 0.51
Cl -9.658 -4.080 0.589 0.4 -0.2 -0.2 0.52
Cl -6.805 -4.065 0.017 -0.4 -0.8 0.4 0.46
C 3.942 -2.980 -4.976 0.1 -0.1 -0.3 -1.98
Cl 3.154 -1.564 -5.717 0.2 -0.4 0.3 0.53
Cl 4.794 -3.912 -6.234 -0.2 0.3 0.4 0.54
Cl 5.111 -2.434 -3.748 -0.3 -0.1 -0.2 0.49
Cl 2.710 -4.011 -4.206 0.9 0.0 -0.8 0.52
C -2.658 4.791 -3.423 -0.1 0.3 -0.1 -2.00
Cl -2.614 6.127 -2.245 -0.1 -0.4 -0.3 0.50
Cl -1.701 5.233 -4.859 -0.2 -0.2 0.4 0.53
Cl -1.971 3.324 -2.681 -0.1 0.2 -0.1 0.46
Cl -4.344 4.479 -3.905 0.4 0.0 0.2 0.52
C 7.242 -0.372 0.365 0.3 0.4 0.3 -1.98
Cl 6.230 -0.946 1.715 -0.1 1.3 0.0 0.48
Cl 6.726 -1.166 -1.144 0.1 0.2 0.1 0.48
Cl 7.064 1.393 0.199 0.0 -0.5 0.0 0.53
Cl 8.948 -0.769 0.692 -0.5 0.2 -0.1 0.54
C -6.558 5.945 1.645 -0.1 0.2 0.0 -1.99
Cl -8.010 6.272 0.666 0.4 -0.1 0.3 0.53
Cl -7.002 5.897 3.369 0.1 0.0 -0.4 0.51
Cl -5.861 4.376 1.167 -0.2 0.4 0.1 0.46
Cl -5.358 7.234 1.376 -0.3 -0.4 0.1 0.50
C 7.242 -4.957 1.870 0.2 -0.2 -0.1 -1.97
Cl 5.677 -5.687 2.306 0.3 0.2 -0.1 0.51
Cl 8.224 -6.145 0.977 -0.3 0.3 0.3 0.50
Cl 6.965 -3.525 0.847 0.2 -1.8 0.0 0.44
Cl 8.103 -4.470 3.352 -0.2 -0.1 -0.4 0.53
C 7.542 6.539 -0.895 0.0 0.2 0.0 -2.01
Cl 7.708 4.947 -0.111 0.0 0.3 -0.1 0.49
Cl 7.196 6.313 -2.629 0.1 0.0 0.4 0.51
Cl 6.206 7.439 -0.135 0.4 -0.2 -0.1 0.49
Cl 9.059 7.455 -0.707 -0.4 -0.3 0.0 0.52
C -2.958 -1.930 6.405 -0.5 0.0 0.3 -2.00
Cl -4.410 -1.603 5.426 0.6 -0.4 0.4 0.49
Cl -3.402 -1.978 8.129 0.2 0.0 -0.6 0.55
Cl -2.261 -3.499 5.927 0.0 0.2 0.0 0.51
Cl -1.758 -0.641 6.136 -0.1 -0.2 0.0 0.51
C 10.842 -6.381 -2.374 0.1 0.0 -0.1 -2.01
Cl 10.884 -7.627 -1.101 0.0 0.3 -0.3 0.50
Cl 12.508 -5.939 -2.826 -0.5 -0.1 0.1 0.52
Cl 9.988 -7.019 -3.801 0.2 0.2 0.4 0.51
Cl 9.989 -4.940 -1.766 0.2 -0.3 -0.2 0.48
C -3.858 10.122 4.130 0.0 0.1 0.1 -2.01
Cl -5.423 9.391 4.566 0.4 0.2 -0.1 0.50
Cl -2.876 8.933 3.237 -0.2 0.3 0.2 0.49
Cl -4.135 11.553 3.107 0.1 -0.4 0.3 0.52
Cl -2.997 10.609 5.612 -0.2 -0.1 -0.4 0.52
```
Positions in Å, forces in eV/Å.

## Properties
* molar mass: 2367.40 Da
* E_tot: -29594.36467 Eh
* total charge: +1
* HOMO: -11.399 eV

Record 4
DFT (wB97M-V/def2-TZVPD) results for a structure of composition C25H34F8LiO11 at a distorted geometry.

```
79
Properties=species:S:1:pos:R:3:forces:R:3:lowdin_charge:R:1
Li 0.688 -0.577 -0.396 0.1 0.3 -0.1 0.63
O 1.261 -2.197 0.424 0.4 -1.0 0.9 0.04
C 1.209 -2.875 1.432 -0.7 1.7 -0.9 -0.40
O 0.110 -2.759 2.248 0.6 -0.6 -1.8 0.03
C 0.163 -3.732 3.274 -0.3 0.5 1.4 -0.17
C 1.601 -4.092 3.337 2.1 -0.9 1.5 -0.17
C 2.187 -3.906 1.957 -1.1 0.4 -0.2 -0.04
H -0.496 -4.598 3.217 -0.3 0.3 -0.8 0.14
H -0.116 -3.136 4.143 -0.2 -0.5 0.4 0.12
H 1.899 -5.040 3.785 -0.6 -0.3 -0.2 0.13
H 2.065 -3.398 4.038 0.3 0.4 -0.3 0.12
H 2.020 -4.740 1.276 0.2 -0.4 0.2 0.14
H 3.249 -3.659 1.951 -0.3 0.4 -0.2 0.14
O -1.283 -0.583 -0.491 -2.5 -0.4 -2.0 0.01
C -2.271 -0.989 -1.134 2.0 -1.5 1.4 -0.40
O -2.294 -1.162 -2.466 1.3 1.1 -0.7 0.04
C -3.373 -1.943 -2.966 -1.7 -0.8 0.7 -0.14
C -3.825 -2.687 -1.727 0.9 -0.7 1.6 -0.15
C -3.462 -1.732 -0.579 -1.0 0.4 -0.6 -0.07
H -3.112 -2.707 -3.698 0.9 0.6 -0.2 0.13
H -4.176 -1.352 -3.406 0.3 0.5 0.1 0.13
H -3.131 -3.521 -1.619 -0.2 -0.4 -0.1 0.12
H -4.835 -3.066 -1.567 0.0 0.2 -0.7 0.13
H -3.305 -2.238 0.374 0.1 0.4 -0.1 0.13
H -4.328 -1.070 -0.571 0.1 0.5 0.7 0.12
O 2.430 0.791 -0.518 2.3 3.9 -3.1 0.00
C 2.983 1.730 -1.198 -2.1 -2.8 3.1 -0.33
O 3.604 1.505 -2.378 -1.9 -2.5 0.9 0.03
C 4.237 2.593 -2.899 1.3 3.4 0.7 -0.17
C 3.700 3.791 -2.021 1.5 0.2 -1.3 -0.15
C 3.127 3.226 -0.776 -0.3 -1.5 -0.5 -0.07
H 4.111 2.875 -3.944 -0.8 -0.9 -0.1 0.13
H 5.315 2.454 -2.817 0.1 0.0 0.4 0.13
H 2.885 4.250 -2.580 0.5 0.5 -0.1 0.12
H 4.551 4.426 -1.773 -0.4 0.6 -0.5 0.12
H 2.187 3.751 -0.603 -0.1 -0.7 0.6 0.12
H 3.787 3.289 0.089 -0.2 -0.1 0.1 0.13
O 0.414 0.372 1.699 -0.5 0.6 1.0 0.08
C 0.123 0.874 2.768 0.6 -3.4 -1.0 -0.44
O 0.214 2.160 2.978 0.7 1.2 -1.7 0.06
C -0.044 2.533 4.274 -1.6 0.0 2.6 -0.17
C -0.783 1.336 4.892 0.4 -0.4 1.4 -0.15
C -0.304 0.137 4.071 -0.7 1.1 0.0 -0.05
H -0.708 3.397 4.308 0.3 0.2 -0.3 0.13
H 0.841 2.740 4.875 0.3 0.1 -0.5 0.13
H -1.863 1.456 4.975 0.0 0.0 -0.6 0.11
H -0.455 1.170 5.918 -0.1 0.3 0.1 0.11
H -1.098 -0.608 4.009 0.2 0.0 -0.8 0.12
H 0.510 -0.345 4.613 0.4 0.1 -0.5 0.12
O 1.250 -1.025 -2.392 -0.2 -0.3 -0.4 0.05
C 1.940 -1.694 -3.126 1.1 0.7 1.7 -0.46
O 1.538 -2.121 -4.305 -2.0 -0.3 -0.7 0.04
C 2.373 -3.168 -4.818 1.2 1.2 0.2 -0.10
C 3.696 -2.626 -4.271 2.9 -1.7 0.2 -0.17
C 3.434 -2.116 -2.888 -2.8 0.8 -0.1 -0.05
H 2.324 -3.195 -5.907 -0.1 0.3 0.1 0.13
H 2.038 -4.137 -4.449 0.2 0.1 0.3 0.13
H 4.214 -1.868 -4.859 -0.8 0.2 -0.4 0.13
H 4.500 -3.348 -4.126 -0.1 -0.6 -0.6 0.12
H 3.964 -1.228 -2.543 0.1 -0.2 -0.1 0.12
H 3.419 -2.882 -2.113 0.2 0.0 0.0 0.13
C -2.960 2.685 1.026 1.7 1.9 -1.3 0.00
C -4.237 1.978 1.453 2.2 0.7 -2.9 -0.49
C -4.912 2.512 2.681 -1.6 0.2 1.5 -0.30
F -4.256 2.307 3.838 1.0 -0.3 0.0 0.10
F -5.167 3.852 2.633 0.3 -0.7 -0.6 0.10
F -5.116 2.121 0.436 -1.0 0.5 -0.3 0.13
F -4.000 0.681 1.480 0.0 -1.9 1.3 0.15
O -2.275 2.286 -0.225 -0.9 -1.0 -0.6 0.00
C -1.568 3.276 -0.977 -2.1 -4.2 0.4 -0.59
C -0.693 2.564 -2.042 0.4 -4.3 1.9 -0.30
F -1.385 1.587 -2.696 -0.8 1.2 -1.0 0.09
F 0.080 3.283 -2.809 -0.2 2.3 -1.9 0.14
F -2.447 4.123 -1.432 -0.4 1.8 -0.8 0.21
F -0.724 3.771 -0.160 2.4 3.0 2.0 0.21
H -2.141 2.647 1.744 -0.5 0.1 0.6 0.13
H -3.308 3.701 0.840 0.3 0.3 0.5 0.14
H -5.846 1.960 2.784 -0.3 0.2 -0.2 0.18
H 0.059 1.928 -1.576 -0.3 0.2 1.5 0.15
```
Positions in Å, forces in eV/Å.

## Properties
* molar mass: 669.46 Da
* energy above the lowest of the compared OMol25 structures with the same formula, charge and spin: 282.7 kJ/mol
* E_tot: -2606.98083 Eh
* total charge: +1
* HOMO: -12.136 eV

Record 5
DFT (wB97M-V/def2-TZVPD) results for a structure of composition C5H7NO at a distorted geometry.

```
14
Properties=species:S:1:pos:R:3:forces:R:3:lowdin_charge:R:1
C 1.583 0.772 0.056 0.0 0.0 -0.1 -0.05
C 0.555 -0.345 -0.182 0.1 0.0 -0.2 -0.28
C -0.306 -0.735 0.978 -0.9 0.2 -0.2 -0.05
C -1.606 -0.601 0.598 0.9 -1.4 0.1 -0.19
N -1.784 -0.128 -0.827 -1.0 1.5 3.3 0.08
C -0.472 0.039 -1.287 1.0 0.3 -0.4 -0.47
O -0.192 0.386 -2.419 -0.2 -0.3 1.0 0.08
H 2.371 0.456 0.750 -0.2 0.0 -0.2 0.08
H 1.096 1.665 0.468 0.1 -0.2 -0.1 0.09
H 2.037 1.041 -0.905 -0.1 0.0 0.2 0.08
H 1.087 -1.239 -0.550 -0.1 0.2 0.0 0.16
H 0.037 -1.089 1.946 -0.1 0.1 -0.3 0.11
H -2.516 -0.875 1.130 0.3 0.0 -0.1 0.12
H -1.891 0.652 0.245 0.3 -0.4 -3.1 0.24
```
Positions in Å, forces in eV/Å.

## Properties
* molar mass: 97.12 Da
* energy above the lowest of the compared OMol25 structures with the same formula, charge and spin: 318.4 kJ/mol
* E_tot: -324.60320 Eh
* HOMO: -9.024 eV

Record 6
DFT (wB97M-V/def2-TZVPD) results for a structure of composition C3H5O4Pr at a distorted geometry.

```
13
Properties=species:S:1:pos:R:3:forces:R:3:lowdin_charge:R:1
C -2.138 -2.383 -0.176 -0.4 -1.5 -0.1 -0.02
O -1.820 -1.010 -0.079 1.5 1.8 0.5 -0.34
C -2.919 -0.043 -0.198 -1.4 -1.4 -0.6 -0.29
H -2.603 -2.595 -1.150 0.2 0.1 0.3 0.13
H -1.206 -2.948 -0.083 -0.3 0.1 0.0 0.11
H -2.828 -2.671 0.632 0.2 0.1 -0.2 0.12
H -3.698 -0.355 0.525 0.3 0.3 -0.2 0.17
H -3.308 -0.129 -1.231 0.2 0.2 0.4 0.17
Pr -0.267 0.760 0.550 -3.0 -0.4 -0.8 2.14
O -2.346 1.149 0.082 3.0 0.5 0.8 -0.29
C 3.287 0.300 -0.457 3.2 -0.1 -0.9 -0.30
O 4.363 0.257 -0.844 -1.2 0.0 0.3 0.37
O 2.204 0.354 -0.021 -2.2 0.2 0.5 0.04
```
Positions in Å, forces in eV/Å.

## Properties
* <S²>: 2.0053
* molar mass: 245.98 Da
* energy above the lowest of the compared OMol25 structures with the same formula, charge and spin: 1.0 kJ/mol
* E_tot: -934.66446 Eh
* total charge: +2
* HOMO (alpha / beta): -18.728 / -18.754 eV
* 2S+1: 3

Q: Look up the molar mass of the fifth one.
A: 97.12 Da